Density functional theory data (the ωB97M-V functional and the def2-TZVPD basis) for a cluster of 2 separate species, C5H13NO2 in total in a non-equilibrium geometry.

Atoms and positions in Å:
1 O 2.66167 -1.37564 -0.92088
2 C 1.73050 -1.09737 -0.19887
3 C 1.23217 0.32458 0.02413
4 C -0.09485 0.41261 0.62052
5 C -0.92875 1.71644 0.51307
6 C -2.30377 1.47533 1.13793
7 N -3.11764 2.68151 1.36314
8 H 1.27551 -1.86666 0.33369
9 H 1.18751 0.96155 -0.82428
10 H 2.11966 0.69004 0.67284
11 H -0.82391 -0.43816 0.40934
12 H -0.02767 0.34014 1.75274
13 H -0.45341 2.66175 0.84306
14 H -1.07503 2.09572 -0.62832
15 H -2.79587 0.72383 0.41380
16 H -2.48721 0.88670 2.06186
17 H -2.86561 3.28224 1.99563
18 H -3.30696 3.10507 0.52336
19 H 3.31295 -6.00751 -2.76159
20 H 3.05421 -4.99709 -3.87522
21 O 3.70649 -5.57510 -3.45592

Properties
Orbital gap (eV): 10.2
Energy above the lowest of the compared OMol25 structures with the same formula, charge and spin (eV): 3.204
Calculated total energy (eV): -10978.6754
Net charge: 0